Record 1
ORCA calculation (ωB97M-V with the def2-TZVPD basis set) on 5 unconnected molecules or ions with the total composition CH11O5 at a distorted geometry.

Cartesian coordinates (Å):
C (0.137, -1.000, 0.326)
O (-0.590, -0.173, -0.430)
H (-0.273, -1.140, 1.320)
H (0.105, -2.089, -0.289)
H (1.169, -0.476, 0.503)
H (0.831, 0.661, -1.438)
H (2.280, 0.378, -1.736)
O (1.663, 1.120, -1.728)
H (-1.654, -0.185, -2.071)
H (-0.997, -0.304, -3.275)
O (-1.824, 0.117, -2.989)
H (1.604, -0.196, 3.152)
H (2.675, 0.780, 3.662)
O (2.542, -0.100, 3.307)
H (-1.761, 0.496, 0.292)
H (-3.294, 1.352, 0.496)
O (-2.613, 0.758, 0.897)

HOMO energy = -0.155 hartree
charge = -1
HOMO-LUMO gap = 7.731 eV
energy relative to the best compared isomer or geometry (same formula, charge and spin) = 34.1 kcal per mole
max |F| = 2.95 eV/A

Atom charges from the natural (NBO) analysis, given in e for atoms 1 to 5:
1. C -0.20
2. O -0.98
3. H 0.12
4. H 0.09
5. H 0.12


Record 2
ORCA calculation (ωB97M-V with the def2-TZVPD basis set) on a molecular structure, CH11O5 at a distorted geometry.

Cartesian coordinates (Å):
C (-0.695, 0.997, -1.263)
O (0.214, 0.017, -0.949)
H (-1.167, 0.784, -2.270)
H (-1.468, 1.142, -0.482)
H (-0.209, 1.968, -1.462)
H (-1.499, -0.547, 3.670)
H (-0.486, -0.857, 2.436)
O (-0.586, -0.566, 3.388)
H (1.349, 1.027, 0.913)
H (2.021, 1.269, 2.285)
O (2.076, 1.497, 1.348)
H (0.483, -0.764, -3.825)
H (0.702, -0.760, -2.355)
O (0.980, -1.250, -3.173)
H (-0.145, -0.880, -0.145)
H (-1.241, -1.687, 0.998)
O (-0.329, -1.390, 0.885)

HOMO energy = -0.184 hartree
charge = -1
HOMO-LUMO gap = 8.833 eV
energy relative to the best compared isomer or geometry (same formula, charge and spin) = 13.8 kcal per mole
max |F| = 1.16 eV/A

Atom charges from the natural (NBO) analysis, given in e for atoms 1 to 5:
1. C -0.22
2. O -0.89
3. H 0.11
4. H 0.14
5. H 0.14


Record 3
ORCA calculation (ωB97M-V with the def2-TZVPD basis set) on a molecular structure, CH12B2ClMgO at a distorted geometry.

Cartesian coordinates (Å):
Mg (5.936, 3.303, 9.341)
Cl (7.369, 3.795, 7.623)
B (4.397, 2.155, 8.635)
H (3.587, 1.357, 8.236)
H (5.440, 1.584, 8.760)
H (4.568, 3.049, 7.854)
H (4.052, 2.527, 9.726)
B (7.087, 2.606, 10.980)
H (7.395, 3.769, 10.855)
H (7.448, 1.991, 10.015)
H (7.533, 2.081, 11.967)
H (5.894, 2.632, 10.978)
C (11.086, 3.641, 6.697)
O (10.083, 3.355, 5.758)
H (11.416, 2.741, 7.236)
H (11.970, 4.061, 6.203)
H (10.772, 4.370, 7.451)
H (9.233, 3.579, 6.155)

HOMO energy = -0.230 hartree
charge = -1
HOMO-LUMO gap = 9.221 eV
max |F| = 2.36 eV/A

Atom charges from the natural (NBO) analysis, given in e for atoms 1 to 5:
1. Mg 1.76
2. Cl -0.87
3. B -0.89
4. H 0.03
5. H -0.03


Record 4
ORCA calculation (ωB97M-V with the def2-TZVPD basis set) on a molecular structure, CH12F2O5Zr at a distorted geometry.

Cartesian coordinates (Å):
Zr (0.315, -2.095, 0.446)
F (2.165, -1.989, 1.173)
F (0.449, -0.134, 0.031)
C (-2.286, 2.425, -0.847)
O (-0.877, 2.585, -0.749)
H (-2.540, 1.379, -1.072)
H (-2.777, 2.728, 0.083)
H (-2.676, 3.042, -1.652)
H (-0.474, 1.762, -0.475)
O (1.727, -2.013, -1.468)
H (1.621, -2.152, -2.425)
H (2.676, -1.843, -1.320)
O (2.840, 1.149, -1.500)
H (3.569, 0.994, -0.889)
H (2.037, 1.000, -0.994)
O (-1.786, -1.262, 0.765)
H (-2.511, -1.840, 1.071)
H (-2.071, -0.354, 0.983)
O (0.181, -1.292, 2.592)
H (0.058, -0.351, 2.806)
H (0.358, -1.740, 3.438)

HOMO energy = -0.577 hartree
charge = +2
HOMO-LUMO gap = 4.467 eV
max |F| = 8.15 eV/A

Atom charges from the Löwdin analysis, given in e for atoms 1 to 5:
1. Zr 2.27
2. F -0.38
3. F -0.37
4. C -0.15
5. O -0.11


Question: Which of these has the lowest HOMO-LUMO gap?
Answer: CH12F2O5Zr


Question: max |F| of number 2 (CH11O5)?
Answer: 1.16 eV/A